Computed, not measured: a cluster of 2 separate species, C14H23I3N3O4P in total at a distorted geometry, with ωB97M-V with the def2-TZVPD basis set.

Computed properties:
- E_LUMO (Ha) = -0.003
- gap between HOMO and LUMO (eV) = 8.305
- electronic energy (eV) = -61139.319
- net charge = 0
- HOMO energy (eV) = -8.4

Element x y z (Å)
C  -5.809078  -0.690031  0.142901
C  -5.167773  -0.063327  -1.203324
I  -6.713382  -0.348095  -2.761595
C  -3.811572  -0.863386  -1.671954
I  -3.856201  -1.509418  -3.750593
C  -2.570615  0.139936  -1.337068
C  -2.497122  1.435722  -2.270024
C  -1.278287  2.415953  -1.967000
N  -1.190836  3.500660  -2.728720
C  -1.085613  -0.527568  -1.329090
C  -0.594007  -0.646190  0.190033
C  0.011200  0.638499  0.945043
N  1.418971  0.975030  0.536891
P  0.491124  -2.217051  0.300152
O  2.123000  -1.861834  -0.081966
I  0.589050  -2.948922  2.682041
C  -2.072019  -0.738195  0.875838
O  -2.475036  -1.529257  1.753091
N  -2.782359  0.331015  0.145960
H  -6.745015  -0.077217  0.396809
H  -6.070203  -1.801857  -0.008207
H  -5.105779  -0.582816  1.048863
H  -4.982689  1.063522  -1.079286
H  -3.720060  -1.818500  -1.031576
H  -3.453275  2.077108  -2.196371
H  -2.360571  1.061869  -3.349952
H  -0.477155  2.275817  -1.171735
H  -0.345627  4.008588  -2.386089
H  -1.315823  -1.579759  -1.756600
H  -0.323973  -0.154670  -2.104497
H  -0.605396  1.595040  0.822582
H  -0.022941  0.393378  2.073218
H  1.923693  1.153949  1.427051
H  1.407039  1.871233  0.018360
H  2.192638  -1.170653  -0.781202
H  -2.704878  1.291451  0.496517
O  4.254728  1.658642  1.917225
C  5.062412  0.764328  1.908911
O  6.199086  0.761033  2.654647
C  6.981152  -0.392644  2.323690
C  6.002753  -1.379208  1.729854
C  4.994662  -0.472924  1.055686
H  7.756514  -0.095497  1.611214
H  7.459458  -0.782299  3.223799
H  6.470976  -2.095598  1.052935
H  5.512166  -1.942497  2.529810
H  5.292927  -0.218812  0.035576
H  3.993735  -0.904549  1.068153

Force components x, y, z for each atom (eV/Å):
0.1 0.5 0.0
0.1 -1.0 0.6
-0.5 0.9 1.1
0.1 1.0 1.0
1.4 -0.3 0.5
1.3 0.0 0.6
0.0 0.2 0.7
-0.3 2.1 -1.9
0.6 -2.6 2.6
-0.3 -1.9 -1.2
-0.8 0.8 0.5
0.0 0.4 0.3
-0.8 0.4 0.9
0.3 -0.7 -0.9
-1.6 0.5 0.0
0.3 0.7 -0.4
0.8 -1.3 1.0
1.0 3.5 -3.3
-0.8 -0.3 0.0
1.2 -1.1 -0.5
0.3 1.8 0.2
-0.8 -0.2 -1.6
-0.3 -1.9 -0.4
0.0 1.5 -1.1
1.5 -1.0 -0.3
-0.4 0.6 1.7
-1.3 -0.4 -0.8
-0.8 -0.2 -0.5
0.8 1.2 1.0
-1.2 0.1 1.4
0.4 -1.6 0.1
0.1 0.2 -1.7
0.0 -0.1 -1.2
0.2 -0.8 0.5
-0.2 -0.3 0.9
0.0 -0.8 0.0
0.5 -0.2 0.4
-0.5 0.6 -0.4
-0.5 0.2 -0.1
0.5 -0.3 0.1
0.0 -0.6 -0.1
0.0 -0.5 0.3
0.0 0.0 0.0
0.0 0.3 0.0
0.0 0.1 0.1
0.1 0.0 -0.1
-0.1 0.1 0.0
0.0 0.3 -0.2

***

Computed, not measured: a structure of composition C3H3FO2Pb at a distorted geometry, with ωB97M-V with the def2-TZVPD basis set.

Computed properties:
- E_LUMO (alpha / beta) (Ha) = -0.218 / -0.214
- gap between HOMO and LUMO (alpha / beta) (eV) = 5.916 / 8.970
- ⟨S²⟩ = 0.752
- spin multiplicity = 2
- electronic energy (eV) = -15206.533
- net charge = +1
- HOMO energy (alpha / beta) (eV) = -11.9 / -14.8

Element x y z (Å)
H  0.439414  1.472044  0.763235
F  -0.287259  -2.189491  -0.039824
O  -1.055910  -0.265697  0.945479
O  -0.316432  0.449313  -1.029878
C  0.085425  -1.093544  0.648955
C  0.753780  0.024352  -0.152036
C  -0.554562  0.825648  0.292896
H  0.600514  -1.383888  1.571467
H  1.735862  0.069419  -0.615194
Pb  -1.400832  2.091844  -2.385099

Force components x, y, z for each atom (eV/Å):
-3.0 -0.7 -0.8
0.3 0.2 0.1
0.2 0.1 0.4
1.0 -0.4 -0.1
-0.2 -0.4 0.0
-0.7 -2.0 -2.0
2.6 2.3 2.0
-0.1 0.1 -0.2
0.0 0.5 0.6
-0.1 0.2 -0.1